Below is a 4-piece molecular cluster, C32H57N2O16PS3Si overall in a non-equilibrium geometry, with properties calculated with ωB97M-V with the def2-TZVPD basis set.

Element x y z (Å)
1 C -5.35621 -4.55113 -4.88984
2 C -4.42039 -4.55931 -3.81230
3 C -3.37631 -4.57510 -2.50749
4 N -3.52827 -3.26133 -1.77317
5 C -2.19195 -2.64338 -1.32423
6 O -1.23635 -2.35071 -2.20920
7 C -2.29280 -2.48675 0.30369
8 C -1.18817 -2.08899 1.45273
9 C 0.33528 -1.74703 0.93820
10 C 0.64135 -0.10567 0.83815
11 C 0.97726 0.40179 -0.68365
12 C -0.38277 1.20804 -1.22410
13 N -0.30903 2.59295 -0.61313
14 C 0.38594 3.58953 -1.51454
15 C -1.65366 3.08379 -0.11841
16 C -1.60903 4.13013 1.18379
17 O -2.84740 2.72315 -0.66211
18 C -1.68210 -2.01566 3.04893
19 Si -0.40182 -1.49352 4.39794
20 C 1.29749 -2.39241 4.29417
21 C -1.02398 -1.65580 6.21263
22 C -0.07023 0.42267 4.11882
23 C -3.27198 -2.39392 3.40664
24 O -3.81901 -2.37590 4.77153
25 C -3.66171 -3.66405 5.46137
26 C -3.10007 -4.89302 4.53511
27 C -4.33985 -2.78367 2.17959
28 P -6.21394 -3.17817 2.50209
29 O -6.53120 -3.54578 4.00568
30 O -7.13623 -1.69950 2.15945
31 O -6.77090 -4.54683 1.53343
32 C -3.86617 -2.82953 0.60827
33 C -4.67460 -3.13113 -0.78563
34 O -5.97786 -3.20754 -1.07760
35 H -6.36557 -4.28041 -5.46672
36 H -2.28263 -4.71139 -2.96288
37 H -3.59567 -5.45739 -1.77051
38 H 0.40417 -2.12425 -0.19248
39 H 1.18596 -2.33036 1.50912
40 H -0.30948 0.51726 1.19583
41 H 1.59943 0.13530 1.50658
42 H 1.84245 1.21027 -0.71820
43 H 1.28195 -0.47287 -1.39882
44 H -1.31530 0.57602 -0.82989
45 H -0.44160 1.19602 -2.39316
46 H 1.55042 3.33301 -1.54405
47 H 0.00190 3.59294 -2.62702
48 H 0.32383 4.66018 -1.00570
49 H -1.08417 5.10704 0.79727
50 H -2.70398 4.28870 1.57560
51 H -0.87784 3.66946 1.99936
52 H 1.25260 -3.51127 3.94966
53 H 1.95408 -1.77518 3.51121
54 H 1.86450 -2.25211 5.33376
55 H -0.22220 -1.10102 6.89444
56 H -2.07462 -1.17984 6.42449
57 H -0.97322 -2.79787 6.53333
58 H 1.04726 0.64624 3.84934
59 H -0.38085 0.98926 5.11329
60 H -0.83930 0.78374 3.29625
61 H -4.74073 -3.99660 5.84927
62 H -2.98581 -3.62718 6.42722
63 H -3.14956 -5.87381 5.21226
64 H -1.98671 -4.79263 4.18932
65 H -3.85188 -5.11606 3.63583
66 H -7.07860 -1.20108 3.04941
67 H -5.97382 -4.96129 1.07630
68 C 3.12073 3.98596 -5.90266
69 C 2.07732 3.29817 -6.76256
70 O 2.24582 1.88746 -6.75249
71 S 1.72545 1.04644 -5.45701
72 C 1.82101 -0.56791 -6.18997
73 O 0.33378 1.36296 -5.21861
74 O 2.72493 1.13505 -4.41498
75 H 2.97119 3.75663 -4.84373
76 H 3.06742 5.07191 -6.02419
77 H 4.12745 3.64684 -6.16796
78 H 1.06369 3.57178 -6.45035
79 H 2.19535 3.62752 -7.80008
80 H 1.11008 -0.62430 -7.01605
81 H 1.56472 -1.30185 -5.42354
82 H 2.84075 -0.73712 -6.54127
83 C 6.41632 -4.82033 5.81747
84 C 7.13013 -4.47740 4.52361
85 O 6.33072 -4.79179 3.39193
86 S 5.11835 -3.78129 2.98517
87 C 4.80866 -4.44861 1.36923
88 O 5.65022 -2.44374 2.83753
89 O 3.97535 -4.06736 3.82443
90 H 5.55167 -4.16913 5.97432
91 H 7.08806 -4.70224 6.67287
92 H 6.04561 -5.85035 5.79522
93 H 7.43419 -3.42526 4.50574
94 H 8.04236 -5.07824 4.44835
95 H 5.68969 -4.28871 0.74537
96 H 3.94951 -3.92401 0.94684
97 H 4.58558 -5.51320 1.46293
98 C 1.21798 10.35845 -4.15170
99 C 1.29328 9.18914 -3.18825
100 O 0.25095 8.25357 -3.42666
101 S 0.39616 7.22306 -4.68100
102 C -0.91485 6.12090 -4.21305
103 O 1.65437 6.51760 -4.56711
104 O 0.00515 7.90984 -5.89264
105 H 1.44071 10.04064 -5.17429
106 H 1.93732 11.13481 -3.87472
107 H 0.21220 10.79114 -4.15935
108 H 2.27283 8.70107 -3.23339
109 H 1.16395 9.55922 -2.16592
110 H -0.65375 5.64115 -3.26825
111 H -1.02063 5.37015 -4.99851
112 H -1.84015 6.69234 -4.11723

Forces on atoms 1 to 3 (eV/Å):
C 5.772 0.653 8.341
C -6.519 -0.004 -6.550
C -0.667 -0.256 -2.214

**Multiplicity**: 1
**Kohn-Sham gap**: 7.34 eV
**Maximum force**: 10.16 eV/Å
**SMILES**: C#CCN1C(=O)c2c(CCCCN(C)C(C)=O)c([Si](C)(C)C)c(OCC)c(P(=O)(O)O)c2C1=O.CCOS(C)(=O)=O.CCOS(C)(=O)=O.CCOS(C)(=O)=O
**Highest occupied orbital energy**: -9.2705 eV

Mulliken atomic charge list, values in e, 99 entries: -0.471 -0.115 -0.280 0.258 -0.104 -0.590 -0.712 0.436 -0.515 0.234 -0.405 -0.820 0.430 -0.736 0.466 -0.874 -0.595 1.009 0.234 -0.718 -0.928 -0.823 -0.330 -0.442 -0.384 -0.686 0.149 1.004 -0.667 -0.555 -0.512 0.392 0.123 -0.505 0.319 0.340 0.296 0.467 -0.091 -0.200 0.235 0.237 0.225 0.300 0.263 0.189 0.195 0.243 0.274 0.290 0.224 0.283 0.129 0.275 0.332 0.284 0.182 0.277 0.381 0.064 0.317 0.274 0.369 0.182 0.154 0.352 0.337 -0.888 -0.209 -0.336 1.389 -1.025 -0.642 -0.610 0.198 0.348 0.314 0.190 0.282 0.318 0.351 0.334 -0.964 -0.327 -0.278 1.238 -0.859 -0.677 -0.555 0.275 0.385 0.258 0.315 0.270 0.336 0.261 0.325 -0.993 -0.309

***

Below is a 8-piece molecular cluster, C5H26O8 overall in a non-equilibrium geometry, with properties calculated with ωB97M-V with the def2-TZVPD basis set.

Element x y z (Å)
1 C -1.18667 2.49693 -1.89302
2 O -1.56353 3.66363 -1.19233
3 H -0.24232 2.79917 -2.34575
4 H -1.16586 1.62015 -1.24577
5 H -1.91500 2.30375 -2.68062
6 H -2.29705 4.05390 -1.67320
7 C 3.58162 -3.06128 2.73386
8 O 2.94505 -2.18697 1.78464
9 H 4.08488 -2.44021 3.47487
10 H 2.87016 -3.72090 3.23066
11 H 4.26094 -3.65871 2.12583
12 H 2.21163 -1.85348 2.30662
13 C -2.92018 -0.73149 -0.31058
14 O -1.85628 -1.55293 0.05214
15 H -2.77636 0.33669 -0.14812
16 H -2.94908 -0.67918 -1.39893
17 H -3.91493 -1.04201 0.00905
18 H -1.74901 -1.51116 1.00521
19 C -0.69749 -0.55513 -3.82769
20 O -1.10759 -0.87648 -5.08271
21 H -1.16244 -1.11885 -3.01891
22 H 0.36083 -0.73444 -3.63825
23 H -0.89144 0.48084 -3.54979
24 H -0.87945 -0.09788 -5.59587
25 C 1.31252 1.02611 3.35455
26 O 0.52062 1.07173 2.21844
27 H 1.61104 -0.00190 3.55992
28 H 2.25824 1.56599 3.30708
29 H 0.73107 1.45696 4.16964
30 H 0.33621 1.97782 1.96037
31 O 1.88586 0.91226 -2.35112
32 H 2.00529 1.77950 -1.96397
33 H 1.60440 0.36040 -1.62142
34 O -1.53255 -0.61939 2.71980
35 H -2.13289 -0.19012 3.32936
36 H -0.89946 0.06008 2.48797
37 O 0.67684 -0.30138 -0.35419
38 H 0.70492 -0.23737 0.60045
39 H -0.12255 -0.79467 -0.53823

Forces on atoms 1 to 3 (eV/Å):
C -0.230 0.809 -0.387
O -0.592 0.022 0.470
H 0.393 -0.990 -0.179

**ΔE to the lowest compared entry with this formula, charge and spin**: 0.00 kcal/mol
**Multiplicity**: 2
**Net charge**: +1
**Kohn-Sham gap (spin up / spin down)**: 9.29 / 2.36 eV
**Maximum force**: 2.68 eV/Å
**Highest occupied orbital energy (spin up / spin down)**: -12.5128 / -12.5107 eV

Need the Mulliken charges? In units of e they are: -0.570 -0.514 0.268 0.124 0.403 0.319 -0.586 -0.404 0.261 0.284 0.200 0.238 -0.614 -0.530 0.260 0.217 0.351 0.301 -0.193 -0.225 0.248 0.378 0.062 0.456 -0.647 -0.450 0.211 0.295 0.311 0.224 -0.496 0.322 0.430 -0.664 0.317 0.416 -0.568 0.236 0.327

***

Below is a 11-piece molecular cluster, C25H76N14O11 overall in a non-equilibrium geometry, with properties calculated with ωB97M-V with the def2-TZVPD basis set.

Element x y z (Å)
1 C -1.74962 -7.15277 -5.18392
2 O -0.84373 -6.08967 -5.49608
3 C -1.16638 -4.85852 -4.89488
4 C 0.06243 -3.94425 -4.98101
5 C -0.20247 -2.51845 -4.51774
6 N 0.67699 -3.89920 -6.30627
7 H -1.58499 -7.50767 -4.16282
8 H -1.42647 -7.90923 -5.89459
9 H -2.76745 -6.76657 -5.26779
10 H -1.90379 -4.42260 -5.59104
11 H -1.54651 -4.93894 -3.87321
12 H 0.74359 -4.43617 -4.27133
13 H 0.66055 -1.85346 -4.53122
14 H -0.65197 -2.46595 -3.52548
15 H -0.90631 -2.05346 -5.21738
16 H 0.24048 -4.65787 -6.83111
17 H 0.24894 -3.08733 -6.75020
18 C -0.88941 1.65296 2.59422
19 O 0.17488 1.57701 1.65670
20 C 0.16139 0.49597 0.73716
21 C -1.09774 0.37139 -0.14783
22 C -1.11111 -0.90416 -0.98493
23 N -1.22391 1.54188 -1.05768
24 H -0.82948 0.80453 3.28499
25 H -1.86528 1.64926 2.10653
26 H -0.73629 2.58977 3.12556
27 H 1.00310 0.70227 0.07512
28 H 0.38726 -0.42989 1.27959
29 H -1.97806 0.41189 0.49999
30 H -0.29190 -0.98161 -1.69632
31 H -2.06500 -1.21046 -1.41865
32 H -0.94170 -1.76446 -0.32192
33 H -0.38399 1.52724 -1.64711
34 H -1.24962 2.33378 -0.42189
35 C -2.59241 4.31671 0.62325
36 O -1.19881 4.21374 0.89823
37 C -0.42288 5.08365 0.08957
38 C 1.00875 4.79723 0.46408
39 C 1.21920 4.95872 1.97414
40 N 1.92923 5.69165 -0.25853
41 H -3.08703 3.60571 1.28577
42 H -2.71891 4.08682 -0.43808
43 H -2.97521 5.30437 0.89525
44 H -0.53206 4.81245 -0.97052
45 H -0.68126 6.14836 0.12665
46 H 1.19403 3.80901 0.04732
47 H 0.84747 5.95067 2.24088
48 H 2.28855 5.04045 2.18543
49 H 0.79966 4.11909 2.51992
50 H 2.73980 5.79575 0.33912
51 H 1.59538 6.63456 -0.42057
52 C 2.37991 -1.03565 3.22646
53 O 2.24982 -2.28886 3.79919
54 C 1.66626 -2.28658 5.07286
55 C 2.65532 -1.74789 6.14576
56 C 3.87269 -2.69344 6.28726
57 N 2.12341 -1.28272 7.45290
58 H 1.43927 -0.47696 3.30758
59 H 2.66819 -1.09201 2.17502
60 H 3.18472 -0.42592 3.66043
61 H 0.69544 -1.78464 5.15245
62 H 1.39299 -3.29133 5.40396
63 H 3.14844 -0.88349 5.68625
64 H 4.01235 -3.30284 5.39852
65 H 3.76255 -3.24236 7.22737
66 H 4.74425 -2.06414 6.48061
67 H 2.94818 -1.12811 8.02811
68 H 1.77795 -2.17105 7.82341
69 N -4.98611 -3.65333 2.24356
70 C -3.94681 -2.82787 1.92789
71 N -4.25468 -1.84007 1.05479
72 O -2.79907 -3.07577 2.29719
73 H -4.93087 -4.35419 2.95489
74 H -5.78652 -3.57373 1.64342
75 H -3.43238 -1.41727 0.65536
76 H -5.20564 -1.57922 0.88907
77 N 2.21728 2.67841 -2.22047
78 C 1.75078 1.76625 -3.06946
79 N 2.29760 1.88721 -4.32979
80 O 1.06837 0.77954 -2.74164
81 H 2.85382 3.36984 -2.56312
82 H 1.90656 2.67100 -1.26856
83 H 2.24009 1.07290 -4.91296
84 H 2.52597 2.80608 -4.65349
85 N -6.09680 -0.14640 -1.39076
86 C -4.88690 0.09222 -2.00223
87 N -4.08256 0.91015 -1.28386
88 O -4.54304 -0.39661 -3.07072
89 H -6.22359 0.23757 -0.47602
90 H -6.73563 -0.80285 -1.79868
91 H -3.12600 0.90057 -1.62790
92 H -4.33123 1.24046 -0.37272
93 N 5.75991 2.25464 0.55010
94 C 4.55897 1.78564 0.11653
95 N 3.52624 1.92966 0.96328
96 O 4.46650 1.27179 -1.00317
97 H 5.99320 2.64504 1.44468
98 H 6.47884 2.25632 -0.15075
99 H 2.60740 1.71345 0.63280
100 H 3.64688 2.44557 1.83517
101 N 3.56582 2.55684 5.43351
102 C 3.04455 2.73884 4.19178
103 N 1.90567 2.06150 3.94161
104 O 3.65490 3.37649 3.32437
105 H 4.30909 3.19934 5.64915
106 H 3.11050 2.04773 6.16791
107 H 1.44486 1.53978 4.66190
108 H 1.50759 2.21660 3.02494
109 C -0.73201 -5.33686 0.69332
110 C -0.03943 -4.80922 -0.54006
111 O 1.35640 -5.12257 -0.43976
112 H -0.43624 -6.36739 0.90052
113 H -1.80450 -5.15007 0.66854
114 H -0.38010 -4.85593 1.61080
115 H -0.23969 -3.73820 -0.61252
116 H -0.45484 -5.29865 -1.42464
117 H 1.71884 -5.23732 -1.32191
118 C -3.00733 2.86515 -4.25395
119 C -1.70184 3.21687 -4.99626
120 O -0.83101 4.01047 -4.24117
121 H -2.67762 2.33086 -3.36327
122 H -3.63548 2.28412 -4.92613
123 H -3.50719 3.79799 -3.99343
124 H -1.96597 3.73916 -5.92088
125 H -1.20391 2.32574 -5.39849
126 H -0.61332 3.58556 -3.40580

Forces on atoms 1 to 3 (eV/Å):
C 1.086 0.989 -0.113
O 0.342 -0.601 0.723
C -0.212 1.080 -1.625

**ΔE to the lowest compared entry with this formula, charge and spin**: 0.00 kcal/mol
**Multiplicity**: 1
**Kohn-Sham gap**: 9.13 eV
**Maximum force**: 2.34 eV/Å
**SMILES**: COC[C@H](C)N.COC[C@H](C)N.COC[C@H](C)N.COC[C@H](C)N.NC(N)=O.NC(N)=O.NC(N)=O.NC(N)=O.NC(N)=O.CCO.CCO
**Highest occupied orbital energy**: -8.9816 eV

Mulliken atomic charge list, values in e, 99 entries: -0.722 -0.374 -0.711 0.757 -1.266 -0.698 0.238 0.256 0.327 0.297 0.428 0.022 0.469 -0.004 0.392 0.293 0.315 -1.494 2.071 -0.831 0.253 -1.984 1.226 0.377 0.094 0.398 0.234 0.289 0.194 0.456 0.433 0.205 -0.514 -0.514 -0.968 -0.328 -0.810 3.190 -1.501 -0.760 0.232 0.383 0.310 0.094 0.579 -1.662 0.352 0.564 -0.009 0.298 0.297 -0.419 -0.484 -0.848 1.019 -1.427 -0.696 -0.023 0.398 0.262 0.267 0.483 -0.275 0.376 0.363 0.333 0.328 0.340 -0.431 0.576 -0.198 -0.561 0.222 0.140 0.103 0.131 0.155 0.516 -0.443 -0.601 0.178 -0.640 0.247 0.165 -0.391 0.537 -0.089 -0.634 0.159 0.223 -0.141 0.213 -0.363 0.494 0.282 -0.673 0.160 0.233 -0.539